C47H37F10N4P2Tl | ωB97M-V/def2-TZVPD

```
101
Properties=species:S:1:pos:R:3:mulliken_charge:R:1
Tl -0.63909 -0.71890 0.53944 1.307
C -1.58681 2.49344 2.17090 -1.255
N -0.89675 1.32734 2.68455 1.260
C 0.49545 1.62830 2.98441 -0.843
C 1.37789 1.71007 1.73766 -1.411
N 1.89596 0.43003 1.27758 0.221
C 3.03586 -0.05345 1.55609 0.816
C 4.38140 -2.29970 1.31321 1.926
F 4.56906 -3.26318 0.28357 -0.476
C 5.79229 -1.84742 1.59783 -0.313
F 6.77776 -2.63329 1.15700 -0.340
C 6.14051 -0.74353 2.24523 0.291
F 7.45036 -0.47738 2.46435 -0.364
C 5.23970 0.23505 2.82346 0.137
F 5.82500 0.92190 3.82693 -0.348
C 3.95214 0.50045 2.57946 -0.276
F 3.39911 1.35477 3.47596 -0.349
C -1.58310 0.76771 3.84338 -0.561
C -3.04043 0.37163 3.59917 -1.826
N -3.22277 -0.66397 2.61589 -0.330
C -3.35534 -1.92364 2.99403 0.283
C -3.19154 -2.54852 4.26966 0.675
F -2.80556 -1.81872 5.36040 -0.382
C -3.34766 -3.90245 4.49846 -0.134
F -3.14953 -4.38387 5.74483 -0.346
C -3.68940 -4.77684 3.49030 0.811
F -3.83591 -6.10494 3.72038 -0.368
C -3.86245 -4.23698 2.22211 -0.256
F -4.20730 -5.05314 1.20816 -0.347
C -3.70775 -2.89394 1.99595 0.138
F -3.91878 -2.45498 0.73634 -0.307
H -1.81936 3.21628 2.97522 0.255
H -0.97188 2.99999 1.42699 0.447
H -2.51711 2.20869 1.68134 -0.054
H 0.57065 2.59633 3.51338 0.159
H 0.88924 0.86537 3.65709 0.583
H 0.76060 2.08304 0.91479 0.344
H 2.17116 2.44024 1.89498 0.555
H -1.02528 -0.11220 4.17302 0.459
H -1.57489 1.50576 4.67351 0.278
H -3.44972 0.14100 4.58756 0.470
H -3.58471 1.26226 3.25837 0.488
C 1.18302 -1.92390 -2.84415 -1.463
P 1.89945 -0.72048 -1.61201 1.821
C 2.47705 -1.75637 -0.24048 -0.594
C 1.67753 -2.79504 0.16660 -0.823
C 1.63208 -3.55196 1.35741 -1.357
C 2.52389 -3.49283 2.43538 -0.675
C 3.75614 -2.88728 2.50790 -1.009
C 3.55279 -1.15996 0.61918 -1.023
C 3.48810 -0.32299 -2.48379 0.221
C 3.75671 0.99174 -2.84719 -0.258
C 4.92852 1.32493 -3.52078 -0.709
C 5.85256 0.33887 -3.82903 -0.400
C 5.60404 -0.97923 -3.45778 -0.821
C 4.43366 -1.30433 -2.79036 -0.177
C -0.31168 -1.76886 -2.99052 0.047
C -1.17515 -2.41354 -3.86737 -1.244
C -2.46719 -1.87965 -3.62384 -1.299
C -2.30464 -0.95053 -2.60965 0.176
C -3.25903 -0.01526 -1.91388 -0.735
P -2.20704 1.38655 -1.32423 0.980
C -3.47487 2.63467 -0.82383 -0.059
C -3.08731 3.97289 -0.70553 -0.370
C -3.95886 4.93399 -0.22286 -0.708
C -5.24377 4.57597 0.17205 -0.399
C -5.63952 3.25145 0.07480 -0.671
C -4.76301 2.29096 -0.41902 -0.120
C -1.70509 2.11789 -2.93620 -0.081
C -0.35749 2.08798 -3.28117 0.073
C 0.06984 2.57673 -4.50824 -0.293
C -0.85108 3.09888 -5.40589 -0.556
C -2.19908 3.13303 -5.07016 -0.673
C -2.62166 2.64444 -3.84233 -0.314
N -0.99825 -0.87464 -2.22968 0.489
H 1.46207 -2.93993 -2.54854 0.642
H 1.68366 -1.72358 -3.79567 0.641
H 0.90219 -3.07690 -0.54828 0.320
H 0.80129 -4.24126 1.45212 0.457
H 2.20705 -4.03097 3.32658 0.329
H 4.32527 -2.88287 3.42837 0.345
H 4.26113 -0.62046 -0.03226 0.730
H 3.03540 1.76227 -2.59444 0.356
H 5.12097 2.35518 -3.79738 0.394
H 6.76903 0.59378 -4.34834 0.366
H 6.33037 -1.75160 -3.68317 0.401
H 4.24801 -2.32499 -2.47161 0.348
H -0.91180 -3.17101 -4.59369 0.475
H -3.38802 -2.14386 -4.12643 0.450
H -3.72638 -0.48904 -1.04178 0.321
H -4.05309 0.35583 -2.56808 0.502
H -2.08416 4.25977 -1.00487 0.385
H -3.63564 5.96551 -0.14516 0.373
H -5.92562 5.32410 0.55791 0.364
H -6.63470 2.95876 0.38754 0.385
H -5.08662 1.25962 -0.47815 0.276
H 0.34764 1.63721 -2.58977 -0.355
H 1.12100 2.53177 -4.76764 0.474
H -0.52270 3.46549 -6.37136 0.357
H -2.92387 3.53293 -5.76977 0.373
H -3.67403 2.68154 -3.58242 0.295
```

Frontier orbital gap in eV: 5.275
LUMO energy in eV: 4.036
Total charge: -2
HOMO energy in eV: -1.2383
Strongest force on any atom in eV/Å: 0.5

***

C5H5NO | ωB97M-V/def2-TZVPD

```
12
Properties=species:S:1:pos:R:3:mulliken_charge:R:1
C 2.87692 -0.33834 -0.30378 0.275
C 1.85748 -0.18970 0.32600 -0.349
C 0.50298 0.08791 0.80481 0.168
O 0.16595 0.08590 1.97191 -0.551
C -0.39350 0.38753 -0.33465 -0.131
C -1.64435 -0.41847 -0.40974 -0.428
N -1.69389 0.97146 -0.01041 -0.607
H 3.82901 -0.49280 -0.77135 0.402
H 0.11810 0.69464 -1.22737 0.404
H -1.73657 -1.21861 0.32215 0.241
H -2.10523 -0.61310 -1.37417 0.258
H -1.77690 1.04357 1.00661 0.319
```

Frontier orbital gap in eV: 10.178
LUMO energy in eV: 0.025
HOMO energy in eV: -10.1523
Strongest force on any atom in eV/Å: 0.7
ΔE to the lowest compared entry with this formula, charge and spin in eV: 3.158